Record 1
{
  "formula": "CH4ClNOS",
  "method": "ωB97M-V with the def2-TZVPD basis set",
  "elements": ["C", "N", "O", "S", "Cl", "H", "H", "H", "H"],
  "positions_angstrom": [[1.2188, 0.2286, 0.7817], [-1.0290, -0.5320, -1.0294], [-2.0805, 1.1354, 0.5198], [-1.4203, -0.1681, 0.5234], [1.8726, -0.7420, -0.4138], [1.3488, -0.1589, 1.7484], [1.2800, 1.1875, 0.4934], [-0.8160, 0.2753, -1.6355], [-0.3744, -1.2257, -0.9880]],
  "forces_ev_per_angstrom": [[-1.7, -2.5, 0.5], [-2.8, 2.2, -0.7], [-0.1, 0.2, 0.1], [1.3, 0.5, 0.3], [0.8, -1.1, -1.0], [0.2, 0.1, 1.1], [0.0, 3.5, -0.2], [0.0, -0.7, 0.5], [2.2, -2.2, -0.6]],
  "max_force_ev_per_a": 3.61,
  "e_above_lowest_ev": 2.847,
  "e_homo_ev": [-7.933, -8.416]
}



Record 2
{
  "formula": "CH4ClOPS",
  "method": "ωB97M-V with the def2-TZVPD basis set",
  "elements": ["C", "O", "P", "S", "Cl", "H", "H", "H", "H"],
  "positions_angstrom": [[-0.0334, -1.1466, 0.7799], [0.2693, 1.9098, -0.3409], [1.6486, -1.3054, 0.2524], [3.1341, -0.5382, 1.1261], [1.9392, -2.3857, -1.4650], [-0.5021, 1.7609, 0.1413], [-0.8624, -1.6351, 0.3373], [0.0223, -0.9921, 1.8562], [-0.0182, 1.6408, -1.2010]],
  "forces_ev_per_angstrom": [[4.4, -0.6, -0.5], [1.8, 0.6, -0.7], [-3.7, -0.1, 0.9], [0.3, 0.0, -0.2], [-0.3, 0.6, 0.5], [-1.9, -0.3, 1.8], [-0.4, -0.4, -0.5], [-0.3, 0.4, -0.2], [0.1, -0.2, -1.1]],
  "smiles": "C=P(=S)Cl.O",
  "max_force_ev_per_a": 4.45,
  "e_above_lowest_ev": 2.533,
  "e_homo_ev": -8.734
}



Record 3
{
  "formula": "CH4CsN2O",
  "method": "ωB97M-V with the def2-TZVPD basis set",
  "elements": ["Cs", "C", "O", "N", "N", "H", "H", "H", "H"],
  "positions_angstrom": [[-16.4656, 7.9855, 3.1711], [-15.1281, 4.7915, 2.3477], [-14.7711, 5.5426, 3.2958], [-14.2862, 4.2959, 1.4348], [-16.3839, 4.5728, 2.1386], [-14.6353, 3.5916, 0.8006], [-13.3088, 4.5503, 1.4294], [-16.7266, 4.1076, 1.3102], [-17.0240, 4.9075, 2.8445]],
  "forces_ev_per_angstrom": [[0.3, 0.0, 0.1], [3.5, 2.3, 1.6], [-0.3, -0.6, -0.9], [0.4, -0.5, -0.5], [-3.9, -0.6, -0.5], [0.5, 0.1, 0.0], [-0.3, -0.2, 0.2], [-0.1, 0.0, 0.3], [0.0, -0.6, -0.3]],
  "charge": 1,
  "max_force_ev_per_a": 4.48,
  "e_above_lowest_ev": 0.481,
  "e_homo_ev": -13.869
}



Record 4
{
  "formula": "CH4CsN2O5S",
  "method": "ωB97M-V with the def2-TZVPD basis set",
  "elements": ["Cs", "S", "O", "O", "O", "O", "C", "O", "N", "N", "H", "H", "H", "H"],
  "positions_angstrom": [[-15.4924, -8.7041, 30.9664], [-15.7648, -12.3122, 24.8812], [-15.4880, -11.3485, 23.8463], [-14.3677, -12.4614, 25.3017], [-16.5998, -11.7867, 25.9274], [-16.1793, -13.4913, 24.1802], [-11.6564, -4.6003, 35.7582], [-11.7670, -5.0709, 34.5862], [-11.1462, -5.1968, 36.8509], [-12.0675, -3.4586, 36.1549], [-11.0816, -4.6533, 37.6997], [-10.7899, -6.1385, 36.7703], [-11.8400, -3.1661, 37.0944], [-12.9013, -3.1022, 35.7100]],
  "forces_ev_per_angstrom": [[0.0, -0.2, -0.3], [2.4, 0.2, -1.2], [-0.8, 3.8, -2.8], [2.0, -1.2, 2.6], [-1.6, 0.0, 1.5], [-2.0, -2.7, 0.2], [0.7, -4.4, -3.4], [0.2, 0.9, 3.1], [1.4, -2.4, 0.4], [-2.6, 5.8, 0.2], [0.2, -0.9, -0.1], [0.2, 0.4, 0.3], [-0.6, 0.3, -0.5], [0.4, 0.4, 0.0]],
  "charge": -1,
  "max_force_ev_per_a": 6.32,
  "e_above_lowest_ev": 6.641,
  "e_homo_ev": -1.265
}



Record 5
{
  "formula": "CH4F2InNO5S2",
  "method": "ωB97M-V with the def2-TZVPD basis set",
  "elements": ["In", "N", "S", "O", "O", "F", "S", "O", "O", "F", "C", "O", "H", "H", "H", "H"],
  "positions_angstrom": [[-0.1286, -1.0238, 2.0571], [-1.0238, 0.3489, 0.7891], [-1.6580, 1.7225, 0.7737], [-3.0571, 1.8383, 0.3627], [-0.7854, 2.9206, 0.6565], [-2.0152, 1.7366, 2.3635], [-0.6037, 0.5370, -0.8660], [0.7440, 0.9979, -1.0548], [-1.6146, 0.8566, -1.8757], [-0.3819, -1.0282, -1.1382], [1.7791, -1.8179, -0.5244], [1.2374, -0.8976, 0.4425], [2.8125, -2.1174, -0.3497], [1.0726, -2.6430, -0.6150], [1.7634, -1.2641, -1.4631], [1.8594, -0.1663, 0.4417]],
  "forces_ev_per_angstrom": [[0.4, 0.4, -0.1], [0.7, -3.1, -2.2], [-7.1, 11.6, 7.0], [2.7, -1.0, -1.2], [-1.3, -3.9, -0.7], [1.5, -0.7, -0.6], [3.0, -2.8, -8.6], [-1.5, 0.6, 1.1], [1.4, -0.1, 3.8], [-2.1, 0.4, 0.2], [0.4, -1.4, -1.3], [1.1, -1.0, 1.7], [-0.2, 0.0, 0.6], [0.5, -0.1, 0.1], [0.1, 0.0, -0.1], [0.5, 1.1, 0.4]],
  "charge": 2,
  "max_force_ev_per_a": 15.35,
  "e_above_lowest_ev": 2.566,
  "e_homo_ev": -19.492
}



Record 6
{
  "formula": "CH4F2InO",
  "method": "ωB97M-V with the def2-TZVPD basis set",
  "elements": ["In", "F", "F", "C", "O", "H", "H", "H", "H"],
  "positions_angstrom": [[-45.8164, 6.6019, 20.3859], [-45.9575, 7.7281, 23.0339], [-46.3925, 8.1406, 18.0124], [-49.2410, 6.6728, 22.1593], [-48.2216, 5.7354, 21.8448], [-50.1048, 6.2190, 22.6438], [-48.7616, 7.4831, 22.7084], [-49.6335, 7.1100, 21.2387], [-48.3127, 4.9311, 22.3654]],
  "forces_ev_per_angstrom": [[-1.7, 2.4, 0.9], [0.3, -1.0, -2.4], [0.6, -1.6, 2.3], [-0.1, 1.2, -0.5], [0.7, -0.7, -1.2], [0.4, -0.1, 0.4], [-0.4, -0.1, 0.5], [0.2, -0.2, -0.1], [0.2, 0.0, 0.1]],
  "charge": 1,
  "max_force_ev_per_a": 3.08,
  "e_homo_ev": -15.688
}



Record 7
{
  "formula": "CH4FIP2",
  "method": "ωB97M-V with the def2-TZVPD basis set",
  "elements": ["C", "F", "P", "P", "I", "H", "H", "H", "H"],
  "positions_angstrom": [[-0.1221, 0.9048, 0.3332], [-1.9493, -1.6233, 1.0603], [0.3163, -0.7515, -0.3743], [-1.3799, -2.0401, -0.3746], [3.3250, 0.4285, -0.2812], [0.7471, 1.4773, -0.0482], [0.0613, 0.7836, 1.4846], [-1.0656, 1.3059, 0.0203], [0.0673, -0.4852, -1.8201]],
  "forces_ev_per_angstrom": [[1.8, -0.9, 1.8], [-0.3, -0.2, 0.5], [0.2, 1.1, -1.9], [0.0, 0.0, 0.1], [-0.3, -0.4, 0.0], [-0.7, 0.1, 0.3], [-0.7, 0.5, -2.1], [-0.5, 0.1, 0.2], [0.6, -0.3, 1.2]],
  "max_force_ev_per_a": 2.70,
  "e_above_lowest_ev": 2.394,
  "e_homo_ev": [-8.326, -9.109]
}



Record 8
{
  "formula": "CH4FN",
  "method": "ωB97M-V with the def2-TZVPD basis set",
  "elements": ["C", "N", "F", "H", "H", "H", "H"],
  "positions_angstrom": [[-0.2145, 0.8214, -0.1890], [0.6782, 0.2483, 0.6739], [0.1729, 1.7818, -1.1025], [-1.1724, 1.0528, 0.1462], [-0.7821, -1.0805, -1.3676], [0.3373, -0.3832, 1.4221], [1.6313, -0.0561, 0.4162]],
  "forces_ev_per_angstrom": [[1.0, -1.4, -2.0], [1.2, -0.1, 0.9], [0.4, -1.4, 1.4], [-1.4, 0.1, 0.7], [0.2, 1.2, 0.5], [-0.2, 1.0, -1.1], [-1.1, 0.6, -0.4]],
  "max_force_ev_per_a": 2.68,
  "e_above_lowest_ev": 3.974,
  "e_homo_ev": [-7.361, -8.840]
}



Record 9
{
  "formula": "CH4FNO",
  "method": "ωB97M-V with the def2-TZVPD basis set",
  "elements": ["C", "N", "O", "F", "H", "H", "H", "H"],
  "positions_angstrom": [[-0.1484, -1.3470, 0.0022], [1.7714, -0.2721, 0.6167], [0.8603, -0.6130, -0.2406], [2.6503, 0.5158, -0.1189], [-0.8009, -1.5143, -0.8362], [-0.3314, -1.7829, 0.9711], [0.3275, 2.1872, 0.3557], [0.4383, 2.0626, -0.4107]],
  "forces_ev_per_angstrom": [[-1.2, -0.9, 0.4], [0.3, -0.2, 1.1], [0.9, 1.0, -1.4], [-0.3, -0.2, -0.2], [0.1, 0.1, -0.1], [0.2, 0.1, 0.2], [0.2, -0.2, -1.4], [-0.2, 0.3, 1.4]],
  "max_force_ev_per_a": 1.95,
  "e_above_lowest_ev": 6.511,
  "e_homo_ev": [-8.581, -9.346]
}



Record 10
{
  "formula": "CH4FNP2",
  "method": "ωB97M-V with the def2-TZVPD basis set",
  "elements": ["C", "N", "F", "P", "P", "H", "H", "H", "H"],
  "positions_angstrom": [[0.2135, -1.5286, 0.0972], [0.5872, -2.0589, -0.9526], [-3.0832, -0.8466, -0.2503], [-1.0481, 1.3300, -0.6629], [-1.5799, -0.4709, 0.4761], [1.5339, -2.5683, -0.9369], [-1.9278, 2.1149, -0.1566], [0.0361, 1.3064, 0.3504], [0.8269, -1.3936, 1.0830]],
  "forces_ev_per_angstrom": [[-0.8, 1.8, 1.7], [1.3, -1.5, -0.8], [2.3, -0.1, 0.2], [3.7, -3.2, -1.6], [-0.6, -0.8, 0.2], [-1.6, 1.1, 0.3], [-2.3, 2.3, 2.2], [-0.9, 0.7, -0.7], [-1.0, -0.4, -1.4]],
  "smiles": "[H]/N=C/P(F)#[PH2]",
  "max_force_ev_per_a": 5.13,
  "e_above_lowest_ev": 2.239,
  "e_homo_ev": -8.664
}



Record 11
{
  "formula": "CH4FNS",
  "method": "ωB97M-V with the def2-TZVPD basis set",
  "elements": ["C", "N", "F", "S", "H", "H", "H", "H"],
  "positions_angstrom": [[0.4144, -0.1452, -0.4060], [-0.9355, -0.5097, -0.1444], [-2.6669, 0.8059, 1.4230], [-1.7726, -1.4822, -0.9654], [1.0693, -0.8777, -0.9419], [0.2838, 0.7813, -0.7980], [0.9319, 0.0597, 0.5723], [-2.1825, 0.2994, 0.7677]],
  "forces_ev_per_angstrom": [[1.8, -2.8, 2.4], [-0.4, 0.5, 0.8], [0.1, -0.3, -0.5], [-0.2, -1.1, -0.9], [-0.9, 0.7, -0.2], [0.3, 2.9, -1.8], [-0.6, -0.3, -0.7], [0.0, 0.5, 0.8]],
  "smiles": "CN=S.F",
  "max_force_ev_per_a": 4.11,
  "e_above_lowest_ev": 1.899,
  "e_homo_ev": -9.055
}



Record 12
{
  "formula": "CH4FPS2",
  "method": "ωB97M-V with the def2-TZVPD basis set",
  "elements": ["C", "F", "P", "S", "S", "H", "H", "H", "H"],
  "positions_angstrom": [[0.1346, -0.6524, 0.5123], [-1.2564, -0.4552, -1.7392], [-1.6367, -0.4556, -0.1797], [-3.1254, -1.5946, 0.2831], [-1.8030, 2.3929, 0.2621], [0.6870, 0.2705, 0.6836], [-0.1280, -1.0000, 1.4898], [0.6607, -1.2480, -0.1608], [-1.3603, 2.4371, 1.5548]],
  "forces_ev_per_angstrom": [[-2.6, 1.7, 0.7], [-0.6, 0.3, 1.0], [1.2, 1.8, -0.1], [1.3, 1.0, -0.2], [0.2, -2.2, -0.1], [-0.5, 0.3, -0.5], [0.5, -1.0, 0.6], [0.8, -1.5, -0.7], [-0.2, -0.3, -0.6]],
  "max_force_ev_per_a": 3.16,
  "e_above_lowest_ev": 2.016,
  "e_homo_ev": [-9.188, -9.190]
}



Record 13
{
  "formula": "CH4I2Si",
  "method": "ωB97M-V with the def2-TZVPD basis set",
  "elements": ["C", "Si", "I", "I", "H", "H", "H", "H"],
  "positions_angstrom": [[-1.0118, -0.0817, 0.5158], [0.5489, -0.1559, -0.4969], [1.6542, -2.2669, 0.0688], [2.3143, 2.1350, -0.0724], [-0.9957, 1.0138, 0.7766], [-1.8047, -0.2071, -0.2492], [-1.2088, -0.5765, 1.4157], [0.5035, 0.1392, -1.9585]],
  "forces_ev_per_angstrom": [[0.2, 2.9, -2.1], [1.7, 0.8, 0.6], [0.0, 0.4, -0.3], [-1.4, -1.8, -0.1], [-0.4, -0.7, -0.2], [0.1, -0.1, 0.6], [0.2, -1.2, 1.0], [-0.3, -0.3, 0.5]],
  "smiles": "C[SiH](I)I",
  "max_force_ev_per_a": 3.63,
  "e_above_lowest_ev": 1.161,
  "e_homo_ev": -9.212
}



Record 14
{
  "formula": "CH4IN",
  "method": "ωB97M-V with the def2-TZVPD basis set",
  "elements": ["C", "N", "I", "H", "H", "H", "H"],
  "positions_angstrom": [[0.4688, -0.4177, -0.4510], [0.4969, -1.0044, 0.9286], [1.1906, 0.2070, 2.6857], [-0.0517, 0.5256, -0.5618], [1.3147, -0.7293, -1.0558], [-0.3316, -1.1304, -0.8362], [0.5269, -0.7666, 3.5886]],
  "forces_ev_per_angstrom": [[-1.4, -2.5, 1.8], [-0.5, 0.1, -1.2], [1.8, 2.5, -2.4], [0.6, 0.6, -0.3], [0.5, 1.1, -0.2], [0.6, 0.5, 0.4], [-1.6, -2.2, 1.8]],
  "max_force_ev_per_a": 3.90,
  "e_above_lowest_ev": 4.054,
  "e_homo_ev": [-7.658, -7.753]
}



Record 15
{
  "formula": "CH4IN2S",
  "method": "ωB97M-V with the def2-TZVPD basis set",
  "elements": ["C", "N", "N", "S", "I", "H", "H", "H", "H"],
  "positions_angstrom": [[-0.4874, 0.0683, 0.3624], [0.0244, 0.7535, 1.3516], [0.0967, -0.9691, -0.1991], [-0.4798, -1.7940, -1.5490], [0.8337, 0.7744, -3.5796], [-1.4540, 0.3634, -0.0375], [-0.4694, 1.5393, 1.7515], [0.9346, 0.5365, 1.7373], [1.0013, -1.2723, 0.1623]],
  "forces_ev_per_angstrom": [[-0.3, 0.2, 0.0], [0.1, -0.1, 0.0], [0.5, -0.3, 0.3], [0.6, 1.5, -1.1], [-0.7, -1.4, 0.9], [0.1, 0.0, 0.0], [0.0, -0.1, -0.1], [-0.1, 0.0, 0.0], [-0.1, 0.1, -0.1]],
  "charge": 1,
  "max_force_ev_per_a": 1.99,
  "e_above_lowest_ev": 2.435,
  "e_homo_ev": [-13.088, -13.053]
}



Record 16
{
  "formula": "CH4IN4P",
  "method": "ωB97M-V with the def2-TZVPD basis set",
  "elements": ["C", "N", "N", "N", "N", "P", "I", "H", "H", "H", "H"],
  "positions_angstrom": [[0.1167, 1.4985, -0.2110], [-0.1124, 0.3515, -0.8672], [0.0062, -0.6686, 0.0277], [0.2910, -0.1018, 1.1348], [0.3462, 1.2068, 1.0391], [-1.0855, -0.0670, -2.2510], [1.2180, -1.8487, 3.9557], [-0.1639, 2.5176, -0.6917], [0.3022, -1.6071, 2.7237], [-0.9554, -1.3761, -1.9502], [0.0369, 0.0950, -2.9098]],
  "forces_ev_per_angstrom": [[-1.8, 1.6, -1.4], [-0.6, -0.6, 1.0], [0.2, 1.0, 0.0], [0.1, -1.3, 0.6], [0.6, 1.5, 0.4], [-1.9, 1.7, 0.4], [0.7, -0.4, 1.2], [1.1, -2.0, 1.2], [-0.6, 0.2, -0.9], [0.2, -1.5, -0.1], [1.9, -0.2, -2.5]],
  "smiles": "Pn1cnnn1.I",
  "max_force_ev_per_a": 3.15,
  "e_above_lowest_ev": 0.538,
  "e_homo_ev": -9.273
}



Record 17
{
  "formula": "CH4INO",
  "method": "ωB97M-V with the def2-TZVPD basis set",
  "elements": ["C", "N", "O", "I", "H", "H", "H", "H"],
  "positions_angstrom": [[0.9064, -0.6349, -0.0111], [-0.4743, 1.1607, -0.3159], [0.3648, 0.5636, 0.5111], [-3.0534, -0.2576, 0.0283], [0.0913, -1.3297, -0.2362], [1.5507, -1.0358, 0.7667], [1.4662, -0.4390, -0.9273], [-0.8517, 1.9728, 0.1846]],
  "forces_ev_per_angstrom": [[0.1, -0.5, -0.5], [-0.5, -1.8, 0.1], [-1.1, 1.3, 0.0], [1.5, 0.8, -0.2], [-0.1, 0.1, 0.1], [0.0, 0.1, 0.0], [0.0, 0.1, 0.1], [0.1, -0.2, 0.5]],
  "max_force_ev_per_a": 1.84,
  "e_above_lowest_ev": 1.754,
  "e_homo_ev": [-8.898, -8.898]
}



Record 18
{
  "formula": "CH4INS",
  "method": "ωB97M-V with the def2-TZVPD basis set",
  "elements": ["C", "N", "S", "I", "H", "H", "H", "H"],
  "positions_angstrom": [[0.5883, -1.0099, 0.3454], [0.4320, 0.4288, -0.5728], [-1.1274, 1.0183, -0.7926], [-0.4356, -0.5108, 2.1830], [1.6564, -1.2785, 0.5897], [0.2329, -1.6884, -0.3066], [0.9455, 1.0597, -0.0162], [-1.4149, 1.7780, 0.4135]],
  "forces_ev_per_angstrom": [[1.4, 5.3, 0.8], [0.6, -3.5, 1.4], [-0.7, 1.0, 1.1], [0.3, -0.9, -0.3], [-1.1, 0.9, -0.3], [-2.0, -2.6, -1.5], [0.9, 1.1, 0.4], [0.5, -1.3, -1.5]],
  "smiles": "SNCI",
  "max_force_ev_per_a": 5.51,
  "e_above_lowest_ev": 1.491,
  "e_homo_ev": -8.869
}



Record 19
{
  "formula": "CH4INS",
  "method": "ωB97M-V with the def2-TZVPD basis set",
  "elements": ["C", "N", "S", "I", "H", "H", "H", "H"],
  "positions_angstrom": [[1.0279, -0.4337, 0.5704], [-0.9051, 0.4539, -0.9582], [0.3451, 1.1386, -0.1040], [-2.5198, -0.3853, 0.1779], [1.0719, -1.1260, -0.1624], [0.4366, -0.8277, 1.2863], [2.1218, -0.3764, 0.6919], [-1.5784, 1.5566, -1.5018]],
  "forces_ev_per_angstrom": [[2.3, 3.2, -1.0], [0.0, 6.5, -2.8], [0.6, -1.4, -0.5], [-2.9, -2.1, 1.8], [-0.7, -2.1, -3.1], [-1.5, -0.9, 2.9], [-0.5, 0.7, 1.1], [2.7, -3.9, 1.6]],
  "multiplicity": 3,
  "max_force_ev_per_a": 7.07,
  "e_above_lowest_ev": 2.819,
  "s_squared": 2.010,
  "e_homo_ev": [-6.458, -8.657]
}



Record 20
{
  "formula": "CH4IPS",
  "method": "ωB97M-V with the def2-TZVPD basis set",
  "elements": ["C", "P", "S", "I", "H", "H", "H", "H"],
  "positions_angstrom": [[0.7187, -1.0019, -0.0345], [-0.2507, 0.4061, 0.8084], [0.2194, 2.1016, -0.2953], [-2.6379, -0.2739, -0.1128], [0.2210, -1.9119, 0.0236], [1.7284, -1.2696, 0.5314], [0.9204, -0.6122, -1.0390], [-0.9193, 2.5618, 0.1182]],
  "forces_ev_per_angstrom": [[2.8, 2.2, 1.1], [-0.9, -2.0, 0.4], [1.2, -0.5, -1.0], [1.1, 0.3, 0.3], [-1.4, -1.3, -0.3], [-1.9, 1.2, -1.1], [0.1, -0.8, 0.1], [-1.1, 0.9, 0.4]],
  "smiles": "CP(S)I",
  "max_force_ev_per_a": 3.77,
  "e_above_lowest_ev": 0.521,
  "e_homo_ev": -8.764
}